Entry 1:
Entry from the OMol25 dataset: 3 unconnected molecules or ions with the total composition C27H54F5N3O8S in a non-equilibrium geometry (ωB97M-V with the def2-TZVPD basis set).

Gap between HOMO and LUMO, eV: 8.76
Structure (SMILES): CCN(CC[C@H]1CCOS(=O)(=O)[C@H]1CCCC(F)(F)C(F)(F)F)C(C)=O.COCCNCCOC.COCCNCCOC
Energy, hartree: -2724.399903

XYZ file:
```
98
C27H54F5N3O8S, DFT ωB97M-V with the def2-TZVPD basis set
C 0.263 5.565 -2.256
C 1.101 4.227 -1.720
N 1.203 3.271 -2.894
C -0.038 2.353 -2.878
C -0.031 1.550 -4.303
C -1.421 0.805 -4.721
C -2.794 1.537 -4.104
C -3.234 2.841 -4.993
O -2.156 3.467 -5.772
S -1.671 2.435 -7.087
O -2.661 2.547 -8.282
O -0.238 2.818 -7.586
C -1.717 0.682 -6.325
C -0.890 -0.430 -7.156
C 0.569 -0.879 -6.600
C 0.384 -2.161 -5.559
C 1.674 -2.417 -4.581
F 2.506 -3.488 -5.245
F 2.490 -1.219 -4.283
C 1.064 -3.160 -3.212
F 0.275 -2.153 -2.457
F 2.100 -3.861 -2.419
F 0.072 -4.220 -3.629
C 2.483 2.468 -2.880
C 3.591 2.852 -4.072
O 2.798 1.477 -2.042
H -0.824 5.247 -2.618
H 0.131 6.346 -1.380
H 0.802 6.112 -3.144
H 2.135 4.593 -1.306
H 0.402 3.740 -0.896
H -0.945 3.072 -2.705
H 0.142 1.628 -1.948
H 0.415 2.282 -5.108
H 0.784 0.685 -4.186
H -1.404 -0.263 -4.188
H -2.744 1.709 -2.949
H -3.651 0.722 -4.271
H -3.825 3.640 -4.344
H -4.032 2.451 -5.792
H -2.871 0.381 -6.412
H -1.557 -1.413 -7.228
H -0.762 -0.046 -8.273
H 1.158 -1.340 -7.532
H 1.257 -0.030 -6.189
H 0.316 -3.118 -6.269
H -0.621 -2.142 -4.961
H 3.342 3.971 -4.406
H 4.698 2.865 -3.659
H 3.460 2.200 -5.039
C 1.371 -0.509 0.508
O 0.509 0.618 0.605
C -0.687 0.366 1.353
C -0.638 1.058 2.726
N 0.333 0.418 3.618
C 0.662 1.203 4.814
C 1.256 2.613 4.613
O 2.580 2.624 4.076
C 2.648 2.451 2.668
H 2.114 -0.301 -0.267
H 1.905 -0.674 1.446
H 0.821 -1.412 0.227
H -0.897 -0.703 1.448
H -1.508 0.810 0.777
H -1.631 1.018 3.187
H -0.386 2.108 2.550
H 1.200 0.256 3.105
H 1.388 0.610 5.383
H -0.236 1.281 5.437
H 1.341 3.068 5.607
H 0.599 3.276 4.041
H 1.806 2.916 2.148
H 2.715 1.389 2.430
H 3.571 2.916 2.311
C -0.778 -3.162 3.801
O -1.901 -3.067 4.668
C -2.421 -4.339 5.079
C -2.082 -4.627 6.552
N -0.652 -4.890 6.735
C -0.208 -4.859 8.133
C -0.422 -3.556 8.932
O 0.392 -2.463 8.508
C -0.089 -1.778 7.360
H -0.612 -2.178 3.355
H 0.122 -3.433 4.355
H -0.952 -3.882 2.996
H -2.091 -5.150 4.424
H -3.511 -4.268 4.988
H -2.654 -5.496 6.891
H -2.404 -3.758 7.133
H -0.116 -4.188 6.223
H 0.869 -5.072 8.121
H -0.684 -5.688 8.669
H -0.119 -3.762 9.966
H -1.475 -3.259 8.989
H -1.181 -1.737 7.325
H 0.313 -2.241 6.458
H 0.292 -0.753 7.389
```

***

Entry 2:
Entry from the OMol25 dataset: 2 unconnected molecules or ions with the total composition CHFIN in a non-equilibrium geometry (ωB97M-V with the def2-TZVPD basis set).

Gap between HOMO and LUMO (spin up / spin down), eV: 7.01 / 7.01
Energy, hartree: -490.706131

XYZ file:
```
5
CHFIN, DFT ωB97M-V with the def2-TZVPD basis set
C -0.812 0.485 -0.340
N 1.427 -0.841 -0.467
F -0.441 1.401 0.535
I -2.211 -0.840 0.311
H 2.038 -0.204 -0.038
```

***

Entry 3:
Entry from the OMol25 dataset: a molecular structure, C2H10F6LiNO9S2 in a non-equilibrium geometry (ωB97M-V with the def2-TZVPD basis set).

Gap between HOMO and LUMO, eV: 8.69
Energy, hartree: -2216.914610

XYZ file:
```
31
C2H10F6LiNO9S2, DFT ωB97M-V with the def2-TZVPD basis set
Li -1.077 -0.901 -0.491
C 1.933 -1.136 -0.631
F 2.985 -1.924 -0.760
F 0.992 -1.362 -1.631
F 1.482 -1.341 0.622
S 2.536 0.704 -0.769
O 3.875 0.818 -0.199
O 2.439 1.102 -2.145
N 1.198 1.592 0.048
S 1.894 1.980 1.364
O 2.300 0.851 2.221
O 2.808 3.090 1.364
C 0.376 2.585 2.340
F 0.628 3.041 3.583
F -0.290 3.622 1.784
F -0.510 1.570 2.535
O -2.413 -0.471 -0.304
H -3.022 -0.129 -0.959
H -2.943 -0.570 0.487
O -1.126 -0.822 -2.053
H -1.813 -1.041 -2.683
H -0.371 -0.587 -2.593
O -0.704 0.446 0.001
H -1.152 0.637 0.825
H 0.163 0.840 0.102
O -0.541 -1.711 0.611
H -0.621 -1.892 1.548
H -0.050 -2.455 0.264
O -2.759 -2.207 -1.806
H -3.517 -2.750 -1.589
H -2.698 -1.580 -1.085
```

***

So what do the calculations give for energy above the lowest of the compared OMol25 structures with the same formula, charge and spin? Going down the list: 160.0; 178.9; 240.3 kcal/mol.